1.
A structure of composition C4H7NO, computed with wB97M-V/def2-TZVPD.

Orbital gap = 10.6 eV
Electronic energy = -286.564944 Ha
HOMO level = -0.351 hartree

XYZ file:
```
13
C4H7NO wB97M-V/def2-TZVPD
C -2.18449 -0.36057 -0.98029
N -1.39163 0.13766 0.12640
C -0.22580 -0.26209 0.32938
C 0.87627 0.19310 1.25337
C 1.72249 -0.79949 0.44556
O 0.55185 -1.21232 -0.31119
H -1.74713 -1.20790 -1.52351
H -2.33312 0.46790 -1.68364
H -3.17439 -0.64504 -0.60937
H 0.73166 -0.05225 2.30760
H 1.12142 1.25060 1.14415
H 2.46574 -0.34866 -0.21812
H 2.16488 -1.63316 0.99680
```


2.
A structure of composition C34H53BrN2P2Pd, computed with wB97M-V/def2-TZVPD.

Spin multiplicity = 3
Net charge = +2
Orbital gap (alpha / beta) = 7.6 / 5.6 eV
<S²> = 2.007
Electronic energy = -4820.850547 Ha
HOMO level (alpha / beta) = -0.462 / -0.462 hartree

XYZ file:
```
93
C34H53BrN2P2Pd wB97M-V/def2-TZVPD
N 0.77861 3.45018 5.12404
C 0.70504 2.12635 5.04280
C 1.60423 1.37081 4.28380
C 2.62526 2.03462 3.55545
C 2.65762 3.44666 3.63309
C 1.72355 4.10997 4.45353
C 3.52649 1.32454 2.65619
Pd 0.05034 -0.22957 -0.59524
P -0.14976 -1.53777 -2.50975
C 4.06481 1.87245 1.52069
C 4.18785 1.07429 0.30561
C 4.19699 1.67073 -0.98402
C 3.93267 0.90877 -2.12087
C 3.67551 -0.45231 -1.94961
C 3.91202 -1.11498 -0.74546
C 4.18307 -0.34079 0.38046
Br 3.48011 -1.60186 -3.54866
H 3.80295 0.30210 2.97456
H 4.13118 2.95437 1.40716
H 1.52160 0.28388 4.24627
H 3.41487 4.01562 3.08570
H -0.08973 1.63211 5.61149
H 1.76495 5.20056 4.55536
H 4.41579 2.73539 -1.07492
H 4.39407 -0.83442 1.32683
H 3.92042 1.33345 -3.12795
H 3.86715 -2.20053 -0.70914
P -0.86104 1.86218 -0.63948
C 0.72924 -3.08306 -2.08382
C 1.13565 -3.99080 -3.24014
H 0.08559 -3.62128 -1.36837
H 1.62314 -2.77316 -1.52267
H 1.55564 -4.91991 -2.84154
H 0.30438 -4.25317 -3.90174
H 1.93414 -3.51446 -3.82067
C 0.53314 -0.47574 -3.82830
C 0.39958 -0.97367 -5.26328
H 1.60690 -0.36555 -3.58832
H 0.09997 0.52734 -3.70698
H 1.08018 -0.39792 -5.90577
H 0.66909 -2.03405 -5.38867
H -0.61642 -0.81217 -5.65018
C -1.87067 -1.93324 -2.95889
C -2.03635 -3.06656 -3.97361
H -2.32728 -1.00088 -3.32524
H -2.37029 -2.17513 -2.00764
H -3.09284 -3.17321 -4.24108
H -1.49225 -2.87870 -4.90637
H -1.71378 -4.02667 -3.55985
C -2.68875 2.02125 -0.48585
C -3.50997 1.19625 -1.46899
H -2.89021 3.09425 -0.63182
H -2.96795 1.78882 0.54999
H -4.57750 1.41208 -1.31262
H -3.27509 1.44306 -2.51275
H -3.36864 0.11481 -1.32935
C -0.57979 2.72138 -2.24050
C 0.83767 3.24682 -2.43913
H -1.31277 3.54242 -2.26904
H -0.86193 2.01614 -3.03489
H 0.96452 3.54601 -3.48777
H 1.03270 4.13226 -1.82042
H 1.60538 2.49500 -2.21054
C -0.18708 3.01759 0.61305
C -1.00579 3.20242 1.88456
H -0.05244 3.98534 0.09884
H 0.81955 2.63935 0.86222
H -0.57336 4.01912 2.47574
H -2.05307 3.45732 1.68603
H -0.97566 2.30489 2.51534
C -3.59545 0.52654 3.16762
N -2.96021 -0.80581 2.97980
C -3.73221 -1.83968 3.72267
C -2.68334 -1.15393 1.49587
C -1.52117 -2.08718 1.38903
C -1.63220 -3.40648 1.87305
C -0.48484 -4.15888 2.11100
C 0.76887 -3.62082 1.85229
C 0.88138 -2.35087 1.26695
C -0.27040 -1.66856 0.90710
H -4.52516 0.55413 2.58882
H -2.90078 1.30567 2.83275
H -3.80517 0.66713 4.23431
H -2.03345 -0.76278 3.43748
H -4.64878 -2.05694 3.16132
H -3.12553 -2.74008 3.85576
H -3.98661 -1.42567 4.70755
H -3.62488 -1.56351 1.10101
H -2.48686 -0.20205 0.99100
H -2.62362 -3.81974 2.09554
H -0.58721 -5.15842 2.53995
H 1.66890 -4.17707 2.09445
H 1.85554 -1.90638 1.07782
```


3.
A structure of composition C15H27AsClN4O2PdSbSe4, computed with wB97M-V/def2-TZVPD.

Net charge = -2
Orbital gap = 5.8 eV
Electronic energy = -13627.369619 Ha
HOMO level = -0.062 hartree

XYZ file:
```
56
C15H27AsClN4O2PdSbSe4 wB97M-V/def2-TZVPD
Pd 0.31534 -0.11722 -1.57955
N -2.87503 -0.56495 1.18480
C -2.42945 -0.88024 -0.16490
C -3.23103 -1.98265 -0.87980
C -3.23982 -3.33737 -0.16738
C -1.89104 -3.94138 0.18545
N -1.10671 -4.17770 -1.01848
C -0.06630 -4.99633 -1.04944
N 0.26269 -5.73537 0.02374
N 0.63036 -5.16261 -2.19061
C -2.44610 0.39517 -1.04408
O -1.82420 0.30249 -2.16338
O -3.05468 1.38450 -0.61702
H -2.97250 -1.39359 1.75702
H -3.74508 -0.04701 1.15210
H -1.38298 -1.19565 -0.08754
H -2.84095 -2.08486 -1.89659
H -4.26562 -1.63272 -0.97025
H -3.77768 -4.06611 -0.78289
H -3.80625 -3.23345 0.76369
H -2.05128 -4.91302 0.65720
H -1.33691 -3.32838 0.90201
H -1.08486 -3.45158 -1.73541
H 0.17756 -5.23576 0.91232
H 1.20651 -6.10214 -0.04308
H 0.50185 -4.41468 -2.86684
H 1.62101 -5.34816 -2.02244
C -0.02093 1.80734 1.43748
As 0.49871 1.88834 -0.42224
C -0.61859 3.31517 -1.11185
C 2.28774 2.69730 -0.40347
C 2.32050 4.02525 0.27968
C 2.14729 5.21186 -0.43154
C 2.14469 6.43958 0.21431
C 2.31560 6.50443 1.59017
C 2.49335 5.33013 2.30986
C 2.49649 4.10452 1.66158
H -0.20561 2.80878 1.82785
H 0.76570 1.30069 1.99343
H -0.93265 1.21021 1.49019
H -0.67458 4.12085 -0.37961
H -1.60508 2.89049 -1.29109
H -0.19420 3.69062 -2.04339
H 2.59817 2.76524 -1.44652
H 2.92380 1.96299 0.09039
H 2.01005 5.16651 -1.50593
H 2.00752 7.34844 -0.35960
H 2.31326 7.46164 2.09713
H 2.63281 5.36696 3.38340
H 2.64150 3.19071 2.22587
Cl 0.16355 -1.90939 -3.16610
Se 0.94936 -3.54831 2.56416
Sb 2.83438 -2.86811 1.13833
Se 4.57820 -1.70340 2.34396
Se 3.71615 -4.66626 -0.29530
Se 2.12598 -0.65185 -0.04981
```


4.
A structure of composition C5H17CdN2O, computed with wB97M-V/def2-TZVPD.

Net charge = -1
Orbital gap = 3.4 eV
Electronic energy = -552.923334 Ha
HOMO level = -0.022 hartree

XYZ file:
```
26
C5H17CdN2O wB97M-V/def2-TZVPD
C -1.05963 2.50279 -2.87282
Cd -0.52456 1.26821 -1.32671
N -0.94231 -0.51485 -2.65877
H -0.32645 2.54030 -0.45023
H 0.91014 1.68706 -1.63753
H -0.67185 3.52504 -2.75617
H -2.16834 2.52686 -2.84170
H -0.72152 2.09584 -3.84270
H -1.68795 -1.15536 -2.35061
H -0.10866 -1.10189 -2.80000
H -1.21817 -0.19463 -3.59804
C 1.23201 -1.43779 2.99271
N 0.24146 -1.23041 1.94619
C -0.99128 -2.01026 1.97003
C 0.42377 -0.29090 0.95764
C 1.65384 0.58152 0.87209
O -0.46412 -0.11874 0.13160
H 0.91479 -2.21380 3.72008
H 1.37791 -0.49523 3.56449
H 2.19445 -1.76543 2.54814
H -1.86638 -1.32942 2.05857
H -1.08274 -2.60151 1.03478
H -1.02754 -2.71496 2.82669
H 2.15383 0.41270 -0.10350
H 1.35798 1.64745 0.95265
H 2.40133 0.38739 1.66310
```


5.
A structure of composition C32H29CsN7, computed with wB97M-V/def2-TZVPD.

Net charge = -1
Orbital gap = 6.0 eV
Electronic energy = -1640.269344 Ha
HOMO level = -0.139 hartree

XYZ file:
```
69
C32H29CsN7 wB97M-V/def2-TZVPD
Cs 0.41670 -1.55173 -0.40204
C -1.75921 5.48874 2.11004
C -0.86989 4.32649 1.74507
C 0.25615 4.49137 0.93746
C 1.04153 3.41547 0.59328
C 0.79545 2.08797 1.03782
N 1.62531 1.08115 0.63642
C 2.95817 1.32325 0.75632
C 3.46937 1.91126 1.94795
C 4.80061 2.19206 2.14590
C 5.75362 1.88350 1.17238
C 7.21999 2.16510 1.38735
C 5.29203 1.29609 0.00885
C 3.94454 1.02398 -0.21786
N 3.60149 0.53537 -1.51155
C 4.09564 1.00897 -2.68023
C 3.57037 0.23341 -3.68890
C 2.74346 -0.68439 -3.02215
N 2.77491 -0.49136 -1.71101
C -0.34774 1.94752 1.86439
C -1.14623 3.04402 2.18280
N -0.68817 0.70850 2.47578
C -1.12661 0.54415 3.74729
C -1.40853 -0.79444 3.90906
C -1.09450 -1.36884 2.66595
N -0.66550 -0.44945 1.81702
H -1.23785 6.43309 1.95116
H -2.06005 5.43863 3.15831
H -2.66995 5.50452 1.50443
H 0.50048 5.47805 0.55590
H 1.89972 3.56020 -0.05166
H 2.75073 2.13516 2.72684
H 5.12168 2.63462 3.08405
H 7.35413 2.87858 2.20087
H 7.67592 2.58563 0.48872
H 7.77376 1.25774 1.64584
H 6.00638 1.03261 -0.76552
H 4.75935 1.85518 -2.71271
H 3.74746 0.32598 -4.74653
H 2.14026 -1.47390 -3.44405
H -2.02292 2.87948 2.80182
H -1.18796 1.36664 4.43838
H -1.77683 -1.28223 4.79508
H -1.17814 -2.40029 2.35653
C -3.64583 -1.48030 -0.38450
N -2.45121 -2.30530 -0.49515
C -2.60886 -3.57831 -0.47092
C -1.56002 -4.53911 -0.53617
C -1.74293 -5.93649 -0.58459
C -0.46985 -6.49509 -0.60756
C 0.41493 -5.40455 -0.56116
N -0.22144 -4.22900 -0.52593
C -4.43568 -1.44529 -1.67408
C -3.82136 -1.06191 -2.86471
C -4.52730 -1.05600 -4.05603
C -5.86354 -1.43610 -4.08148
C -6.48488 -1.82097 -2.90463
C -5.77231 -1.82543 -1.71206
H -3.31962 -0.46811 -0.12840
H -4.30714 -1.82113 0.42356
H -3.61595 -4.01751 -0.37738
H -2.69545 -6.44802 -0.62034
H -0.20915 -7.54327 -0.63594
H 1.49889 -5.43695 -0.55276
H -2.77623 -0.77742 -2.84949
H -4.03249 -0.76086 -4.97344
H -6.41461 -1.43240 -5.01398
H -7.52450 -2.12610 -2.91295
H -6.26259 -2.13229 -0.79475
```